Record 1
Computed, not measured: a molecular structure, C40H41BCdFN13O9 at a distorted geometry, with ωB97M-V/def2-TZVPD.

The geometry in XYZ format:
```
106
Properties=species:S:1:pos:R:3:forces:R:3
Cd -0.56341 -2.04091 0.57730 -0.3 -0.1 0.1
C 2.18811 -1.25512 2.82076 0.0 0.0 0.0
C 2.33922 -2.47745 1.97895 -0.1 0.1 0.1
C 3.45601 -3.28008 1.75761 0.1 -0.1 -0.1
C 3.02449 -4.24398 0.87003 0.1 -0.1 0.0
N 1.73194 -4.03017 0.58866 -0.3 0.0 0.0
N 1.30758 -2.94913 1.28983 0.1 0.1 -0.3
B 0.78253 -4.87356 -0.35700 0.0 0.1 0.0
N 0.32205 -4.02285 -1.60838 -0.1 0.0 0.4
C 0.59799 -4.21049 -2.90459 0.0 -0.2 -0.2
C 0.00086 -3.20899 -3.63950 0.0 0.0 0.0
C -0.64005 -2.40933 -2.69277 -0.2 0.1 0.0
C -1.44541 -1.16606 -2.88169 0.0 0.0 0.0
N -0.46037 -2.91697 -1.48106 0.4 0.0 0.1
N -0.49799 -5.27846 0.45206 -0.1 -0.1 -0.1
C -1.06636 -6.46548 0.75936 0.1 0.2 0.0
C -2.22961 -6.24861 1.45369 0.0 0.0 0.0
C -2.33334 -4.85776 1.53587 -0.2 0.2 0.0
C -3.39021 -4.02006 2.17956 -0.1 0.0 0.0
N -1.30693 -4.28866 0.93092 0.4 0.1 -0.1
N 1.66206 -6.01017 -0.88763 0.1 0.0 -0.2
C 1.74463 -7.34907 -0.69576 0.1 0.1 0.0
C 2.84177 -7.82156 -1.36710 -0.1 0.0 0.1
C 3.40807 -6.68209 -1.95888 0.3 0.1 -0.2
C 4.63790 -6.59401 -2.80776 0.0 0.0 0.0
N 2.71182 -5.60150 -1.66867 -0.2 -0.1 0.1
H 2.97078 -1.21541 3.57680 0.0 0.0 0.0
H 1.21607 -1.24309 3.31598 0.0 0.0 0.0
H 2.25714 -0.35127 2.21129 0.0 0.0 0.0
H 4.43643 -3.18306 2.18723 0.0 0.0 0.0
H 3.55410 -5.06794 0.42989 0.0 0.0 0.0
H 1.19947 -5.04126 -3.22372 0.0 0.1 0.0
H 0.01647 -3.08714 -4.70753 0.0 0.0 0.0
H -1.82438 -1.10770 -3.90079 0.0 0.0 0.0
H -0.84012 -0.27664 -2.69184 0.0 0.0 0.0
H -2.28907 -1.13689 -2.19209 0.0 0.0 0.0
H -0.63889 -7.39561 0.47038 0.2 -0.3 -0.1
H -2.90856 -6.98661 1.83953 0.0 0.0 0.0
H -4.26965 -4.62064 2.40719 0.0 0.0 0.0
H -3.69500 -3.20891 1.51588 0.0 0.0 0.0
H -3.02585 -3.57708 3.10740 0.0 0.0 0.0
H 1.05378 -7.90197 -0.10310 -0.2 -0.1 0.2
H 3.18441 -8.83865 -1.41803 0.0 -0.1 0.0
H 5.06322 -7.58169 -2.97308 0.0 0.0 0.0
H 5.39685 -5.97145 -2.33519 0.0 0.0 0.0
H 4.41017 -6.15256 -3.77740 0.0 0.0 0.0
F -1.84468 4.21727 0.15583 0.0 0.0 0.0
C -0.66498 3.88848 -0.43155 0.0 0.1 0.0
C -0.25447 2.58885 -0.38895 0.0 -0.1 0.0
C 0.97138 2.23326 -0.94781 0.0 0.0 0.0
C 1.38801 0.81700 -0.88857 -0.4 0.2 0.0
O 0.68066 0.01627 -0.28944 0.1 -0.5 0.1
C 2.60494 0.52679 -1.58635 0.6 0.4 -0.2
C 3.31578 1.53792 -2.16170 -0.1 0.0 0.0
N 2.96221 2.83740 -2.14698 0.1 0.0 0.2
C 3.83170 3.83418 -2.73173 0.0 0.0 -0.1
C 5.30353 3.73238 -2.49323 0.0 0.0 0.0
C 4.51019 4.81360 -1.82029 0.0 0.0 0.0
C 1.75742 3.21404 -1.55323 0.1 0.0 -0.1
C 1.30752 4.53613 -1.60340 0.0 0.0 -0.1
C 0.09432 4.89872 -1.04023 0.0 -0.1 -0.1
N -0.32482 6.24452 -1.13536 0.0 0.0 0.1
C -1.71576 6.64101 -1.10305 -0.1 0.0 -0.1
C -2.19163 7.05496 0.28263 0.0 0.1 0.1
N -1.26039 8.12235 0.81331 0.0 0.0 0.0
C 0.17897 7.66695 0.79774 -0.1 0.0 0.1
C 0.54576 7.28171 -0.62931 0.0 0.0 0.0
C 3.23088 -0.82278 -1.73171 -1.6 -0.1 0.4
O 4.27793 -1.04926 -2.26219 0.8 -0.2 -0.2
O 2.43426 -1.76828 -1.25694 0.4 0.0 0.0
H -0.86395 1.82480 0.08066 0.0 0.0 0.0
H 4.23714 1.29619 -2.67744 0.0 0.0 0.0
H 3.50232 4.18721 -3.70221 0.0 0.0 0.0
H 5.95375 3.99459 -3.31364 0.0 0.0 0.0
H 5.66223 2.92410 -1.87311 0.0 0.0 0.0
H 4.62090 5.83233 -2.16200 0.0 0.0 0.0
H 4.32926 4.69717 -0.76093 0.0 0.0 0.0
H 1.88290 5.28090 -2.13453 0.0 0.0 0.0
H -2.35993 5.84909 -1.47754 0.0 0.0 0.0
H -1.83111 7.49350 -1.78416 0.0 0.0 0.0
H -2.14879 6.23265 0.99152 0.0 0.0 0.0
H -3.19480 7.47845 0.26835 0.0 0.0 0.0
H -1.53673 8.38631 1.76128 0.0 0.0 -0.1
H -1.35034 8.96404 0.23628 0.0 0.0 0.0
H 0.23442 6.80760 1.46630 0.0 0.0 0.0
H 0.78660 8.47977 1.19247 0.0 0.0 0.0
H 1.58555 6.96154 -0.64399 0.0 0.0 0.0
H 0.46847 8.16383 -1.27650 0.0 0.0 0.0
O -1.56013 -1.15098 2.65469 0.1 -0.1 0.0
C -2.41840 -0.64725 1.90898 0.1 0.1 -0.1
O -2.32604 -0.63558 0.64421 -0.1 0.0 0.0
C -3.63245 -0.01409 2.52362 0.0 0.0 0.1
C -4.61688 0.55256 1.72457 0.1 0.0 0.1
C -5.71153 1.12948 2.33857 -0.1 0.1 -0.1
C -5.88288 1.15896 3.70816 0.0 0.0 0.0
C -4.88159 0.58267 4.46289 0.0 0.0 0.1
C -3.76088 -0.00480 3.90821 -0.1 0.1 -0.1
N -5.01469 0.61063 5.93838 0.0 0.0 -0.3
O -4.12425 0.11131 6.58381 0.2 -0.1 0.2
O -6.00168 1.13962 6.39361 -0.2 0.1 0.1
N -6.74760 1.76492 1.49323 0.2 -0.1 0.2
O -7.68720 2.27568 2.05588 -0.2 0.1 0.1
O -6.57547 1.74429 0.29581 0.0 0.0 -0.3
H -4.51898 0.54649 0.64864 0.0 0.0 0.0
H -6.74979 1.61314 4.16564 0.1 0.0 0.0
H -2.99687 -0.44654 4.53016 0.0 0.0 0.0
```
Forces are in eV/Å.

Charge = +1
Kohn-Sham gap (alpha / beta) = 6.73 / 5.97 eV
Multiplicity = 2
Relative energy (zero: lowest compared OMol25 entry of this formula, charge and spin) = 22.9 kcal per mole
Largest force on an atom = 1.61 eV/A
Lowest unoccupied orbital energy (alpha / beta) = -0.1252 / -0.1532 hartree
HOMO (alpha / beta) = -10.134 / -10.133 eV

=====

Record 2
Computed, not measured: 2 unconnected molecules or ions with the total composition C3H11N2S at a distorted geometry, with ωB97M-V/def2-TZVPD.

The geometry in XYZ format:
```
17
Properties=species:S:1:pos:R:3:forces:R:3
C -1.70817 0.30013 -1.36306 0.6 -0.6 0.1
S -1.02788 -0.81937 -0.09268 -0.7 0.1 0.0
C -1.99784 -0.19161 1.32476 0.2 -0.1 -0.3
H -2.77842 0.13079 -1.42177 -0.1 0.3 0.0
H -1.41345 1.31602 -1.13999 -0.3 0.3 0.1
H -1.26176 0.02496 -2.31585 0.0 -0.1 -0.1
H -2.17802 -0.98642 2.04008 0.0 -0.1 0.0
H -2.94350 0.13375 0.90519 -0.2 0.1 0.2
H -1.50026 0.64061 1.81773 -0.1 0.1 0.0
N 1.87188 -0.40943 1.10305 0.7 -0.5 1.2
C 2.55018 0.01135 0.06867 0.1 0.8 -0.7
N 2.04090 0.10140 -1.14200 -0.6 0.1 0.2
H 0.90520 -0.17572 1.31386 -0.2 -0.6 -1.1
H 2.36808 -0.84923 1.86704 0.2 0.5 0.1
H 3.58198 0.35844 0.16018 -0.1 -0.3 0.3
H 2.27267 0.86505 -1.76328 0.5 -0.4 -0.2
H 1.21842 -0.45074 -1.36192 -0.3 0.5 0.3
```
Forces are in eV/Å.

Charge = +1
Kohn-Sham gap = 8.23 eV
Multiplicity = 1
Relative energy (zero: lowest compared OMol25 entry of this formula, charge and spin) = 21.0 kcal per mole
Largest force on an atom = 1.46 eV/A
Lowest unoccupied orbital energy = -0.1565 hartree
HOMO = -12.485 eV

=====

Record 3
Computed, not measured: a molecular structure, C13H19BN4O2PdS2Se2, with ωB97M-V/def2-TZVPD.

The geometry in XYZ format:
```
44
Properties=species:S:1:pos:R:3:forces:R:3
Pd -0.08977 -0.38025 0.70910 0.7 -0.1 0.2
O -2.09580 5.04267 1.28947 0.0 0.0 0.0
C -3.14878 4.09884 1.37088 0.1 0.1 0.0
C -2.54304 2.69194 1.22482 0.0 0.2 0.0
C -3.71776 1.72681 1.32554 0.0 0.0 0.0
O -3.23285 0.40894 1.15782 -0.1 0.0 0.0
C -1.54333 2.54210 2.37809 0.1 0.0 0.1
Se -0.87933 0.79238 2.86060 -0.2 -0.3 0.0
C -1.87483 2.66574 -0.15626 0.1 0.0 0.0
Se -1.25090 1.00415 -0.93366 -0.1 -0.2 0.0
H -2.45274 5.93227 1.36447 0.0 0.0 0.0
H -3.88580 4.26082 0.57662 0.0 0.0 0.0
H -3.66302 4.16456 2.33578 0.0 0.0 0.0
H -4.45254 1.97580 0.55089 0.0 0.0 0.0
H -4.19719 1.85272 2.30261 0.0 0.0 0.0
H -3.92056 -0.24356 1.33582 0.0 0.0 0.0
H -1.97776 2.95125 3.28995 0.0 0.0 0.0
H -0.63948 3.11908 2.17023 0.0 0.0 0.0
H -0.98503 3.29846 -0.14311 0.0 0.0 0.0
H -2.55630 3.08140 -0.89890 0.0 0.0 0.0
S -2.15083 -3.88723 3.20191 0.0 0.1 -0.1
C -1.47434 -2.89539 2.12632 -0.1 0.0 0.1
N -0.97792 -2.18035 1.33288 -0.1 0.1 0.0
N 3.01699 -5.50854 -3.50168 0.0 0.0 -0.1
C 2.67354 -4.27580 -3.89937 -0.1 0.1 0.2
S 2.83470 -3.79105 -5.46019 0.0 0.0 0.0
C 2.13149 -3.37134 -2.81923 0.1 -0.2 -0.2
C 1.86789 -2.04004 -3.10851 0.0 0.1 0.0
C 1.37026 -1.22096 -2.11475 0.1 0.1 0.0
N 1.11308 -1.64804 -0.87802 -0.3 0.0 -0.1
C 1.36605 -2.92196 -0.59067 0.0 0.0 0.0
C 1.87835 -3.80687 -1.52396 0.0 0.0 0.0
H 3.39019 -6.13784 -4.19254 0.0 0.0 0.0
H 2.96523 -5.81538 -2.54944 0.0 0.0 0.1
H 2.06020 -1.65554 -4.09995 0.0 0.0 0.0
H 1.19446 -0.16998 -2.31224 0.0 0.0 0.0
H 1.14187 -3.24303 0.41743 -0.1 0.0 0.0
H 2.04056 -4.82395 -1.19957 0.0 0.0 0.0
B 4.29472 1.55566 1.23892 0.0 0.1 0.0
C 2.79274 1.09955 1.05880 0.1 0.1 0.0
N 1.69258 0.76761 0.92497 -0.1 0.1 -0.2
H 4.96893 0.84067 0.52440 -0.1 0.0 0.0
H 4.34842 2.72103 0.89932 0.0 -0.1 0.0
H 4.56763 1.42264 2.41443 0.0 0.0 -0.1
```
Forces are in eV/Å.

Charge = 0
Kohn-Sham gap (alpha / beta) = 7.29 / 5.22 eV
Multiplicity = 5
Relative energy (zero: lowest compared OMol25 entry of this formula, charge and spin) = 8.5 kcal per mole
Largest force on an atom = 0.72 eV/A
Lowest unoccupied orbital energy (alpha / beta) = -0.0311 / -0.1091 hartree
HOMO (alpha / beta) = -8.141 / -8.186 eV

=====

Record 4
Computed, not measured: a gas-phase ion, C4H3BrN3S (charge +1) at a distorted geometry, with ωB97M-V/def2-TZVPD.

The geometry in XYZ format:
```
12
Properties=species:S:1:pos:R:3:forces:R:3
C 1.34918 -0.62688 -1.19920 0.1 0.1 -0.3
C 0.80052 0.49092 -1.64130 -1.8 0.2 2.4
C -0.04480 -0.47450 0.61119 -0.6 0.3 0.4
C -1.79664 0.76994 1.62340 0.2 -0.6 0.4
N -1.40901 1.30059 0.52939 -0.9 1.2 -0.1
N -0.44462 0.61076 -0.01540 3.1 -1.6 -2.6
N 0.93743 -1.17167 -0.00026 0.0 -0.1 0.2
S -0.93606 -0.70434 2.06691 0.1 0.3 -0.5
Br 0.66600 1.80416 -2.82452 0.1 0.0 -0.1
H 2.11316 -1.15376 -1.75708 0.0 0.1 0.0
H -2.57867 1.17253 2.23553 -0.2 0.1 0.2
H 1.34351 -2.01776 0.37133 -0.1 0.1 -0.1
```
Forces are in eV/Å.

Charge = +1
Kohn-Sham gap = 8.76 eV
Multiplicity = 1
Largest force on an atom = 4.32 eV/A
Lowest unoccupied orbital energy = -0.1772 hartree
HOMO = -13.583 eV

=====

Please write out number 3 again, unchanged.
Computed, not measured: a molecular structure, C13H19BN4O2PdS2Se2, with ωB97M-V/def2-TZVPD.

The geometry in XYZ format:
```
44
Properties=species:S:1:pos:R:3:forces:R:3
Pd -0.08977 -0.38025 0.70910 0.7 -0.1 0.2
O -2.09580 5.04267 1.28947 0.0 0.0 0.0
C -3.14878 4.09884 1.37088 0.1 0.1 0.0
C -2.54304 2.69194 1.22482 0.0 0.2 0.0
C -3.71776 1.72681 1.32554 0.0 0.0 0.0
O -3.23285 0.40894 1.15782 -0.1 0.0 0.0
C -1.54333 2.54210 2.37809 0.1 0.0 0.1
Se -0.87933 0.79238 2.86060 -0.2 -0.3 0.0
C -1.87483 2.66574 -0.15626 0.1 0.0 0.0
Se -1.25090 1.00415 -0.93366 -0.1 -0.2 0.0
H -2.45274 5.93227 1.36447 0.0 0.0 0.0
H -3.88580 4.26082 0.57662 0.0 0.0 0.0
H -3.66302 4.16456 2.33578 0.0 0.0 0.0
H -4.45254 1.97580 0.55089 0.0 0.0 0.0
H -4.19719 1.85272 2.30261 0.0 0.0 0.0
H -3.92056 -0.24356 1.33582 0.0 0.0 0.0
H -1.97776 2.95125 3.28995 0.0 0.0 0.0
H -0.63948 3.11908 2.17023 0.0 0.0 0.0
H -0.98503 3.29846 -0.14311 0.0 0.0 0.0
H -2.55630 3.08140 -0.89890 0.0 0.0 0.0
S -2.15083 -3.88723 3.20191 0.0 0.1 -0.1
C -1.47434 -2.89539 2.12632 -0.1 0.0 0.1
N -0.97792 -2.18035 1.33288 -0.1 0.1 0.0
N 3.01699 -5.50854 -3.50168 0.0 0.0 -0.1
C 2.67354 -4.27580 -3.89937 -0.1 0.1 0.2
S 2.83470 -3.79105 -5.46019 0.0 0.0 0.0
C 2.13149 -3.37134 -2.81923 0.1 -0.2 -0.2
C 1.86789 -2.04004 -3.10851 0.0 0.1 0.0
C 1.37026 -1.22096 -2.11475 0.1 0.1 0.0
N 1.11308 -1.64804 -0.87802 -0.3 0.0 -0.1
C 1.36605 -2.92196 -0.59067 0.0 0.0 0.0
C 1.87835 -3.80687 -1.52396 0.0 0.0 0.0
H 3.39019 -6.13784 -4.19254 0.0 0.0 0.0
H 2.96523 -5.81538 -2.54944 0.0 0.0 0.1
H 2.06020 -1.65554 -4.09995 0.0 0.0 0.0
H 1.19446 -0.16998 -2.31224 0.0 0.0 0.0
H 1.14187 -3.24303 0.41743 -0.1 0.0 0.0
H 2.04056 -4.82395 -1.19957 0.0 0.0 0.0
B 4.29472 1.55566 1.23892 0.0 0.1 0.0
C 2.79274 1.09955 1.05880 0.1 0.1 0.0
N 1.69258 0.76761 0.92497 -0.1 0.1 -0.2
H 4.96893 0.84067 0.52440 -0.1 0.0 0.0
H 4.34842 2.72103 0.89932 0.0 -0.1 0.0
H 4.56763 1.42264 2.41443 0.0 0.0 -0.1
```
Forces are in eV/Å.

Charge = 0
Kohn-Sham gap (alpha / beta) = 7.29 / 5.22 eV
Multiplicity = 5
Relative energy (zero: lowest compared OMol25 entry of this formula, charge and spin) = 8.5 kcal per mole
Largest force on an atom = 0.72 eV/A
Lowest unoccupied orbital energy (alpha / beta) = -0.0311 / -0.1091 hartree
HOMO (alpha / beta) = -8.141 / -8.186 eV